1.
{
  "formula": "C53H66Br2Cl2N5O2RbS",
  "method": "ωB97M-V with the def2-TZVPD basis set",
  "mol_weight_g_mol": 1153.4,
  "total_charge": -2,
  "energy_ha": -8974.2454,
  "e_homo_ev": [-1.22, -1.22],
  "de_lowest_kcal_mol": 14.72,
  "gap_ha": [0.1732, 0.1733],
  "elements": ["Rb", "C", "C", "C", "C", "C", "C", "C", "N", "C", "C", "C", "C", "C", "C", "C", "C", "C", "C", "N", "C", "C", "C", "N", "C", "C", "C", "C", "C", "C", "C", "C", "C", "C", "C", "C", "C", "C", "N", "C", "C", "H", "H", "H", "H", "H", "H", "H", "H", "H", "H", "H", "H", "H", "H", "H", "H", "H", "H", "H", "H", "H", "H", "H", "H", "H", "H", "H", "H", "H", "H", "H", "H", "H", "H", "H", "H", "H", "H", "H", "H", "H", "H", "H", "H", "C", "C", "C", "C", "C", "C", "Br", "C", "C", "Br", "C", "O", "C", "N", "H", "H", "H", "H", "H", "H", "Cl", "C", "Cl", "H", "H", "C", "C", "C", "S", "O", "C", "C", "C", "H", "H", "H", "H", "H", "H", "H", "H", "H", "H", "H", "H", "H", "H"],
  "positions_angstrom": [[-0.051, 0.934, 0.229], [-1.235, -5.925, -1.664], [0.038, -5.413, -0.979], [0.309, -3.967, -1.265], [1.085, -3.444, -2.254], [1.942, -4.187, -3.234], [3.413, -4.263, -2.803], [0.928, -1.994, -2.165], [0.130, -1.668, -1.123], [-0.305, -2.828, -0.584], [-1.279, -2.943, 0.428], [-2.131, -1.946, 0.910], [-3.175, -2.135, 1.927], [-3.457, -3.408, 2.664], [-4.350, -4.367, 1.868], [-3.832, -0.951, 2.015], [-3.191, -0.053, 1.042], [-3.631, 1.249, 0.737], [-3.137, 2.131, -0.233], [-2.108, 1.870, -1.062], [-1.914, 2.966, -1.823], [-0.906, 3.098, -2.782], [0.073, 2.146, -3.148], [0.251, 0.958, -2.545], [1.137, 0.258, -3.293], [1.456, -1.090, -3.101], [1.619, 1.077, -4.406], [0.959, 2.265, -4.311], [1.027, 3.431, -5.250], [-0.031, 3.358, -6.357], [2.639, 0.660, -5.422], [4.067, 0.644, -4.865], [-2.907, 4.001, -1.488], [-3.661, 3.487, -0.487], [-4.806, 4.131, 0.229], [-6.171, 3.684, -0.307], [-2.989, 5.355, -2.119], [-1.915, 6.323, -1.609], [-2.166, -0.682, 0.438], [-4.942, -0.574, 2.946], [-4.450, 0.269, 4.130], [-1.427, -6.977, -1.433], [-1.150, -5.818, -2.748], [-2.098, -5.336, -1.345], [0.892, -6.018, -1.299], [-0.055, -5.564, 0.101], [1.878, -3.708, -4.215], [1.548, -5.200, -3.366], [3.786, -3.274, -2.529], [4.044, -4.677, -3.596], [3.517, -4.900, -1.919], [-1.444, -3.943, 0.822], [-3.931, -3.183, 3.623], [-2.514, -3.909, 2.902], [-5.311, -3.896, 1.651], [-4.535, -5.297, 2.413], [-3.886, -4.615, 0.911], [-4.480, 1.609, 1.310], [-0.901, 4.028, -3.344], [2.143, -1.516, -3.828], [2.022, 3.487, -5.700], [0.894, 4.360, -4.689], [0.095, 2.444, -6.943], [0.032, 4.215, -7.035], [-1.032, 3.334, -5.922], [2.592, 1.332, -6.285], [2.390, -0.337, -5.799], [4.363, 1.644, -4.540], [4.788, 0.300, -5.613], [4.136, -0.013, -3.994], [-4.719, 5.218, 0.154], [-4.740, 3.901, 1.296], [-6.273, 3.951, -1.362], [-6.994, 4.145, 0.246], [-6.273, 2.599, -0.235], [-3.981, 5.781, -1.941], [-2.894, 5.251, -3.205], [-2.020, 6.479, -0.533], [-1.978, 7.291, -2.116], [-0.918, 5.909, -1.770], [-5.435, -1.477, 3.319], [-5.707, -0.012, 2.400], [-3.729, -0.297, 4.725], [-5.274, 0.571, 4.783], [-3.943, 1.169, 3.779], [1.478, -0.369, 3.635], [0.817, 0.829, 4.267], [0.560, 0.877, 5.650], [-0.101, 1.954, 6.169], [-0.522, 3.002, 5.325], [-1.231, 4.147, 5.764], [-1.684, 4.371, 7.611], [-1.612, 5.113, 4.871], [-1.308, 5.000, 3.518], [-1.888, 6.392, 2.354], [-0.585, 3.914, 2.939], [-0.295, 3.804, 1.741], [-0.206, 2.879, 3.944], [0.454, 1.799, 3.462], [1.840, -1.074, 4.387], [2.318, -0.057, 3.011], [0.772, -0.895, 2.984], [0.872, 0.058, 6.289], [-0.320, 2.009, 7.228], [-2.162, 5.978, 5.217], [2.893, 1.683, 0.289], [3.316, 2.115, -1.376], [5.077, 2.375, -1.577], [2.812, 3.040, -1.619], [3.006, 1.306, -2.029], [1.526, -4.510, 2.472], [2.808, -3.696, 2.334], [3.177, -3.407, 0.873], [3.394, -1.648, 0.553], [3.913, -1.521, -0.847], [4.835, -1.313, 1.645], [6.153, -1.301, 0.884], [6.733, -2.682, 0.595], [1.279, -4.681, 3.522], [1.625, -5.483, 1.982], [0.689, -3.988, 2.003], [3.637, -4.215, 2.819], [2.680, -2.759, 2.883], [2.373, -3.686, 0.184], [4.092, -3.908, 0.550], [4.821, -2.041, 2.460], [4.638, -0.327, 2.068], [6.864, -0.708, 1.465], [5.995, -0.778, -0.061], [6.872, -3.262, 1.514], [7.705, -2.598, 0.102], [6.081, -3.247, -0.073]],
  "lowdin_charge": [0.7858, -0.0944, -0.2131, -0.1783, -0.1561, -0.1983, -0.0946, -0.2620, 0.0908, -0.2674, 0.0215, -0.2626, -0.1460, -0.2078, -0.0980, -0.1425, -0.2610, 0.0409, -0.2588, -0.0090, -0.2557, 0.0423, -0.2621, 0.0472, -0.2812, 0.0483, -0.1580, -0.1515, -0.2112, -0.0999, -0.2025, -0.0998, -0.1333, -0.1337, -0.2062, -0.1004, -0.2035, -0.0925, 0.0057, -0.2073, -0.0897, 0.0600, 0.0706, 0.0658, 0.0998, 0.0860, 0.1001, 0.0956, 0.0533, 0.0609, 0.0625, 0.0882, 0.0977, 0.0992, 0.0705, 0.0593, 0.0611, 0.0911, 0.0888, 0.0974, 0.0977, 0.1004, 0.0687, 0.0591, 0.0698, 0.0953, 0.1034, 0.0559, 0.0620, 0.0669, 0.0968, 0.1061, 0.0682, 0.0593, 0.0659, 0.0967, 0.1007, 0.0157, 0.0613, 0.0703, 0.0944, 0.1014, 0.0719, 0.0619, 0.0710, -0.0384, -0.3342, -0.0376, -0.0547, -0.2096, -0.6572, 0.6563, -0.2207, -0.6066, 0.7228, -0.4679, -0.0748, -0.1157, 0.1602, 0.0697, 0.0528, 0.0831, 0.0989, 0.0638, 0.0796, 0.5062, -0.9523, 0.4930, 0.0365, 0.0039, -0.0962, -0.2847, -0.3319, 0.8805, -0.5220, -0.3335, -0.2943, -0.1088, 0.0701, 0.0727, 0.0587, 0.1021, 0.0705, 0.0703, 0.0798, 0.0803, 0.0662, 0.1049, 0.0898, 0.0704, 0.0663, 0.0584]
}


2.
{
  "formula": "C4H7NOS",
  "method": "ωB97M-V with the def2-TZVPD basis set",
  "mol_weight_g_mol": 117.2,
  "energy_ha": -684.7464,
  "smiles": "O=C(CS)N1CC1",
  "e_homo_ev": -9.20,
  "de_lowest_kcal_mol": 38.07,
  "gap_ha": 0.3649,
  "elements": ["O", "C", "C", "S", "N", "C", "C", "H", "H", "H", "H", "H", "H", "H"],
  "positions_angstrom": [[-0.625, 2.167, -0.025], [-0.029, 1.110, -0.094], [1.501, 1.118, 0.128], [2.425, -0.402, -0.021], [-0.637, -0.084, -0.425], [-0.666, -1.349, 0.218], [-1.917, -0.558, 0.002], [1.628, 1.550, 1.125], [1.935, 1.809, -0.586], [2.101, -0.767, -1.309], [-0.499, -2.249, -0.413], [-0.203, -1.502, 1.229], [-2.270, -0.068, 0.927], [-2.744, -0.774, -0.757]],
  "lowdin_charge": [0.0714, -0.4994, -0.4842, 0.6998, -0.0590, -0.1655, -0.1005, 0.0885, 0.0703, -0.1023, 0.1116, 0.1184, 0.1171, 0.1340]
}


3.
{
  "formula": "C3H6NO5",
  "method": "ωB97M-V with the def2-TZVPD basis set",
  "multiplicity": 2,
  "mol_weight_g_mol": 136.1,
  "energy_ha": -548.6085,
  "s2": 0.757,
  "e_homo_ev": [-10.07, -10.06],
  "de_lowest_kcal_mol": 15.49,
  "gap_ha": [0.3457, 0.1940],
  "elements": ["N", "O", "O", "O", "H", "C", "O", "C", "O", "C", "H", "H", "H", "H", "H"],
  "positions_angstrom": [[0.495, -3.913, -0.626], [0.883, -5.034, -0.974], [1.014, -3.351, 0.345], [-0.410, -3.350, -1.251], [-0.201, -1.014, 1.204], [-0.801, -0.115, 1.281], [-1.482, -0.018, 2.256], [-0.658, 0.957, 0.254], [0.526, 1.721, 0.453], [0.663, 2.784, -0.457], [-0.632, 0.523, -0.752], [-1.520, 1.632, 0.321], [1.586, 3.316, -0.219], [0.720, 2.393, -1.474], [-0.183, 3.467, -0.359]],
  "mulliken_spin": [-0.0473, 0.3580, 0.3458, 0.3437, -0.0008, -0.0004, 0.0006, 0.0009, 0.0001, 0.0000, -0.0008, 0.0002, 0.0000, 0.0000, 0.0000]
}


4.
{
  "formula": "C40H34BrN3P2TeTl",
  "method": "ωB97M-V with the def2-TZVPD basis set",
  "mol_weight_g_mol": 1030.6,
  "total_charge": -1,
  "energy_ha": -5406.1547,
  "e_homo_ev": -3.77,
  "de_lowest_kcal_mol": 0.00,
  "gap_ha": 0.2161,
  "elements": ["Tl", "Te", "C", "C", "C", "N", "C", "C", "C", "P", "C", "C", "C", "C", "C", "C", "C", "C", "C", "C", "C", "C", "P", "C", "C", "C", "C", "C", "C", "C", "C", "C", "C", "C", "C", "H", "H", "H", "H", "H", "H", "H", "H", "H", "H", "H", "H", "H", "H", "H", "H", "H", "H", "H", "H", "H", "H", "H", "H", "Br", "C", "C", "C", "C", "C", "C", "H", "H", "H", "H", "C", "N", "C", "C", "N", "C", "H", "H", "H", "H", "H", "H"],
  "positions_angstrom": [[2.403, 1.208, 1.008], [-3.158, 1.218, -0.861], [-3.568, -0.604, -1.883], [-3.377, -0.739, -3.254], [-3.632, -1.962, -3.860], [-4.065, -3.041, -3.208], [-4.261, -2.901, -1.896], [-4.036, -1.722, -1.200], [-1.119, 1.069, -0.430], [-0.043, 2.402, -0.905], [0.636, 1.959, -2.571], [1.981, 2.181, -2.835], [2.562, 1.743, -4.023], [1.796, 1.075, -4.963], [0.443, 0.850, -4.715], [-0.126, 1.288, -3.530], [-1.087, 3.849, -1.352], [-1.101, 4.473, -2.595], [-1.881, 5.604, -2.816], [-2.659, 6.134, -1.798], [-2.649, 5.526, -0.547], [-1.867, 4.404, -0.330], [-0.555, 0.390, 1.100], [-1.881, 0.610, 2.358], [-2.817, -0.354, 2.716], [-3.833, -0.055, 3.617], [-3.929, 1.214, 4.170], [-2.997, 2.185, 3.824], [-1.981, 1.879, 2.930], [-0.542, -1.437, 0.951], [-0.075, -2.200, 2.025], [0.009, -3.581, 1.931], [-0.365, -4.223, 0.753], [-0.817, -3.473, -0.321], [-0.900, -2.088, -0.220], [-3.031, 0.096, -3.850], [-3.479, -2.079, -4.928], [-4.608, -3.783, -1.368], [-4.207, -1.682, -0.131], [2.592, 2.681, -2.090], [3.619, 1.904, -4.199], [2.248, 0.716, -5.879], [-0.159, 0.318, -5.442], [-1.170, 1.084, -3.317], [-0.506, 4.071, -3.405], [-1.885, 6.065, -3.797], [-3.268, 7.012, -1.975], [-3.252, 5.926, 0.259], [-1.867, 3.932, 0.648], [-2.757, -1.347, 2.286], [-4.559, -0.816, 3.878], [-4.723, 1.446, 4.869], [-3.059, 3.178, 4.252], [-1.250, 2.636, 2.664], [0.239, -1.703, 2.937], [0.381, -4.159, 2.769], [-0.290, -5.301, 0.671], [-1.095, -3.961, -1.248], [-1.223, -1.495, -1.066], [3.944, -4.302, -3.147], [3.484, -2.814, -2.046], [2.351, -2.075, -2.341], [2.019, -1.004, -1.515], [2.784, -0.647, -0.401], [3.924, -1.415, -0.167], [4.288, -2.498, -0.967], [1.734, -2.330, -3.194], [1.121, -0.445, -1.764], [4.577, -1.179, 0.672], [5.180, -3.076, -0.758], [5.236, -1.072, 6.016], [4.397, -1.210, 4.843], [4.106, -2.377, 4.169], [3.299, -2.018, 3.132], [3.083, -0.659, 3.156], [3.754, -0.215, 4.186], [5.422, -2.060, 6.430], [4.734, -0.469, 6.772], [6.191, -0.610, 5.766], [4.509, -3.326, 4.480], [2.859, -2.639, 2.369], [3.808, 0.817, 4.499]],
  "lowdin_charge": [0.4530, 1.2473, -0.5608, -0.1371, -0.1636, 0.0449, -0.1679, -0.1476, -1.0199, 0.8105, -0.4082, -0.1180, -0.0902, -0.1014, -0.0872, -0.1068, -0.4076, -0.0886, -0.0966, -0.1098, -0.0980, -0.1551, 0.7801, -0.3905, -0.1027, -0.0948, -0.1083, -0.0967, -0.1204, -0.3798, -0.1218, -0.1033, -0.0978, -0.0793, -0.1042, 0.0778, 0.0963, 0.0987, 0.0865, 0.0892, 0.0979, 0.0939, 0.0958, 0.0622, 0.0955, 0.0948, 0.0912, 0.0968, 0.0825, 0.0976, 0.0958, 0.0919, 0.0954, 0.0969, 0.1008, 0.0946, 0.0930, 0.1026, 0.0781, 0.6533, -0.7082, -0.1385, -0.1461, -0.3319, -0.1869, -0.1584, 0.0950, 0.0659, 0.0708, 0.0866, -0.0281, -0.1435, -0.0706, -0.1499, 0.0102, -0.1892, 0.0844, 0.0881, 0.0879, 0.1089, 0.0970, 0.1260]
}